Record 1
Computed, not measured: C40H59BN10O3V as an isolated structure in a non-equilibrium geometry, with ωB97M-V/def2-TZVPD.

```
114
Properties=species:S:1:pos:R:3:forces:R:3:lowdin_spin:R:1
V -1.437 -0.768 0.902 -0.1 -1.0 0.9 1.902
C 1.049 -5.506 0.359 0.1 0.0 0.1 0.001
C 0.917 -4.157 0.987 -0.1 -0.2 -0.2 0.009
C 1.709 -3.554 1.935 0.1 -0.1 0.0 0.003
C 1.169 -2.286 2.156 -0.1 0.3 0.1 0.007
N 0.068 -2.138 1.398 0.2 -0.5 -0.3 -0.002
N -0.063 -3.301 0.669 -0.2 0.4 0.1 0.005
B -1.130 -3.423 -0.441 0.0 0.0 -0.1 0.001
N -0.961 -2.272 -1.476 0.0 0.3 0.4 0.001
N -1.221 -0.948 -1.162 0.0 -0.4 -0.5 -0.006
C -1.105 -0.250 -2.300 0.0 0.1 0.4 0.008
C -0.719 -1.108 -3.329 -0.1 0.0 -0.2 0.003
C -0.650 -2.366 -2.779 0.0 -0.3 0.0 0.009
C -0.306 -3.664 -3.430 0.0 0.1 -0.1 0.001
C -1.435 1.216 -2.469 0.1 -0.1 0.0 0.001
C -1.723 1.922 -1.156 0.0 0.1 0.1 0.001
C -0.265 1.911 -3.176 0.0 0.1 -0.1 0.000
C -2.687 1.300 -3.354 0.0 0.0 -0.1 0.001
N -2.559 -3.329 0.156 0.2 0.3 0.3 0.005
N -3.056 -2.120 0.589 0.0 -0.4 -0.6 -0.004
C -4.378 -2.291 0.747 0.1 0.3 0.1 0.004
C -4.707 -3.626 0.517 -0.1 -0.1 -0.1 0.003
C -3.539 -4.243 0.125 0.1 -0.2 -0.1 0.006
C -3.313 -5.654 -0.306 -0.1 0.0 0.0 0.001
C -5.376 -1.182 1.001 0.0 -0.1 0.0 0.000
C -6.003 -1.343 2.391 0.0 0.0 0.1 0.000
C -4.734 0.188 0.882 0.0 0.1 -0.1 0.003
C -6.474 -1.294 -0.066 -0.1 0.0 0.0 0.000
C 1.791 -1.282 3.110 0.0 -0.1 0.0 0.001
C 1.683 -1.857 4.529 0.0 0.0 0.1 0.001
C 1.154 0.098 3.095 0.0 0.1 0.0 0.001
C 3.271 -1.124 2.729 0.0 0.0 0.0 0.000
H 1.876 -6.038 0.824 0.0 0.0 0.0 0.000
H 0.145 -6.101 0.486 0.0 0.0 0.0 0.000
H 1.247 -5.436 -0.711 0.0 0.0 0.0 0.000
H 2.584 -3.974 2.400 0.0 0.0 0.0 0.000
H -0.996 -4.473 -0.990 0.0 0.1 0.0 0.000
H -0.545 -0.851 -4.360 0.0 0.0 0.0 0.000
H -0.055 -3.487 -4.474 0.0 0.0 0.0 0.000
H 0.550 -4.139 -2.950 0.0 0.0 0.0 0.000
H -1.137 -4.368 -3.393 0.0 0.0 0.0 0.000
H -0.875 1.901 -0.477 0.1 0.0 0.1 0.000
H -1.958 2.971 -1.342 0.0 0.0 0.0 0.000
H -2.590 1.503 -0.643 0.0 0.0 0.0 0.000
H 0.634 1.898 -2.560 0.0 0.0 0.1 0.000
H -0.028 1.437 -4.130 0.0 0.0 0.0 0.000
H -0.531 2.950 -3.376 0.0 0.0 0.0 0.000
H -3.535 0.801 -2.880 0.0 0.0 0.0 0.000
H -2.955 2.346 -3.516 0.0 0.0 0.0 0.000
H -2.525 0.835 -4.328 0.0 0.0 0.0 0.000
H -5.683 -4.075 0.570 0.0 0.0 0.0 0.000
H -4.231 -6.222 -0.171 0.0 0.0 0.0 0.000
H -3.027 -5.715 -1.356 0.0 0.0 0.0 0.000
H -2.527 -6.132 0.278 0.0 0.0 0.0 0.000
H -5.261 -1.266 3.191 0.0 0.0 0.0 0.000
H -6.744 -0.558 2.555 0.0 0.0 0.0 0.000
H -6.502 -2.306 2.498 0.0 0.0 0.0 0.000
H -3.968 0.324 1.635 0.1 0.0 0.1 0.001
H -4.287 0.345 -0.103 0.0 -0.1 0.0 0.000
H -5.480 0.969 1.035 0.0 0.0 0.0 0.000
H -6.994 -2.251 -0.019 0.0 0.0 0.0 0.000
H -7.212 -0.504 0.084 0.0 0.0 0.0 0.000
H -6.054 -1.186 -1.067 0.0 0.0 0.0 0.000
H 0.638 -1.973 4.831 0.0 0.0 0.0 0.000
H 2.161 -2.834 4.614 0.0 0.0 0.0 0.000
H 2.163 -1.181 5.239 0.0 0.0 0.0 0.000
H 0.118 0.063 3.404 -0.2 0.0 0.1 0.000
H 1.690 0.740 3.797 0.0 0.0 0.0 0.000
H 1.198 0.565 2.118 0.0 -0.1 0.1 0.000
H 3.811 -2.070 2.766 0.0 0.0 0.0 0.000
H 3.372 -0.711 1.724 0.0 0.0 0.0 0.000
H 3.751 -0.437 3.429 0.0 0.0 0.0 0.000
N -2.198 -1.367 3.210 -0.1 0.0 -0.5 -0.007
C -2.288 -0.388 4.311 0.1 0.0 0.0 0.000
C -2.720 1.014 3.887 -0.2 0.1 0.1 0.002
C -2.192 1.633 2.615 0.8 -1.0 -0.8 0.007
O -2.315 2.777 2.316 -0.1 0.2 0.2 0.001
O -1.555 0.773 1.741 -0.4 1.9 0.6 0.021
H -3.129 -1.685 2.956 0.0 0.0 0.1 0.001
H -1.705 -2.197 3.527 0.1 0.1 -0.1 0.000
H -1.322 -0.346 4.805 0.1 0.0 -0.1 0.000
H -2.995 -0.728 5.072 0.0 0.0 0.0 0.000
H -2.477 1.722 4.681 0.0 0.0 0.0 0.000
H -3.809 1.060 3.797 0.0 0.0 0.0 0.000
C 7.310 6.800 -4.418 0.0 0.0 0.0 0.000
C 6.416 6.353 -3.293 0.0 0.0 0.0 0.000
C 5.225 5.680 -3.538 0.0 0.0 0.0 0.000
C 4.376 5.303 -2.504 0.0 0.0 -0.1 0.000
C 4.732 5.566 -1.189 0.0 0.0 0.2 0.000
N 3.894 5.211 -0.100 -0.1 0.1 0.0 0.000
C 3.254 4.024 0.139 0.1 0.0 0.1 0.000
O 2.463 3.900 1.054 0.0 -0.1 0.0 0.000
N 3.621 2.996 -0.705 -0.2 -0.3 0.0 0.000
C 3.073 1.707 -0.722 0.1 0.3 0.0 0.000
C 3.714 0.731 -1.476 0.1 -0.1 -0.1 0.000
C 3.183 -0.542 -1.536 0.0 -0.1 0.0 0.000
C 2.018 -0.813 -0.837 -0.1 0.0 0.0 0.000
N 1.391 0.115 -0.122 -0.2 0.2 0.0 0.003
C 1.899 1.347 -0.058 0.0 -0.1 -0.1 0.000
C 5.929 6.224 -0.925 0.1 0.0 0.0 0.000
C 6.748 6.623 -1.966 0.0 0.0 0.0 0.000
H 7.027 6.333 -5.360 0.0 0.0 0.0 0.000
H 8.352 6.550 -4.218 0.0 0.0 0.0 0.000
H 7.256 7.881 -4.555 0.0 0.0 0.0 0.000
H 4.937 5.466 -4.560 0.0 0.0 0.0 0.000
H 3.429 4.826 -2.724 0.0 0.0 0.0 0.000
H 3.727 5.889 0.627 0.0 0.0 -0.1 0.000
H 4.395 3.166 -1.330 -0.1 0.0 0.0 0.000
H 4.627 0.971 -2.010 0.0 0.0 0.0 0.000
H 3.670 -1.317 -2.113 0.0 0.0 0.0 0.000
H 1.570 -1.801 -0.848 0.0 0.0 0.0 0.000
H 1.376 2.074 0.543 0.0 0.0 0.0 0.000
H 6.215 6.419 0.101 0.0 0.0 0.0 0.000
H 7.672 7.142 -1.742 0.0 0.0 0.0 0.000
```
Positions in Å, forces in eV/Å.

calculated total energy: -3301.841023 hartree
E_HOMO (alpha / beta): -10.4 / -10.4 eV
HOMO-LUMO gap (alpha / beta): 7.8 / 8.5 eV
spin multiplicity: 3
total charge: +1
energy above the lowest of the compared OMol25 structures with the same formula, charge and spin: 0.667 eV

---

Record 2
Computed, not measured: C40H59N6O3PSeSiTl as an isolated structure, with ωB97M-V/def2-TZVPD.

```
112
Properties=species:S:1:pos:R:3:forces:R:3:lowdin_charge:R:1
Tl -0.864 1.358 -0.032 0.0 0.1 0.0 0.741
C 0.977 4.588 2.080 0.0 0.0 0.0 -0.014
C 1.107 3.148 2.555 0.0 -0.1 0.0 -0.528
C 2.184 3.002 3.615 0.0 0.0 0.0 -0.030
O 1.440 2.304 1.436 0.0 0.0 0.0 -0.131
C -0.285 2.668 3.066 -0.1 0.1 0.1 -0.671
O -0.429 2.518 4.286 0.0 -0.1 -0.1 -0.002
O -1.162 2.516 2.165 0.0 -0.1 0.1 -0.214
H 1.926 4.940 1.660 0.0 0.0 0.0 0.086
H 0.709 5.244 2.911 0.0 0.0 0.0 0.096
H 0.203 4.654 1.316 0.0 0.0 0.0 0.079
H 3.150 3.317 3.207 0.0 0.0 0.0 0.081
H 2.256 1.963 3.939 0.0 0.0 0.0 0.075
H 1.946 3.607 4.488 0.0 0.0 0.0 0.084
H 2.117 2.744 0.906 0.0 0.0 0.0 0.070
C -6.301 -2.414 1.196 0.0 0.0 0.0 -0.077
N -4.948 -2.443 0.682 0.0 0.0 0.1 -0.146
C -4.754 -3.407 -0.378 0.0 0.0 0.0 -0.063
C -4.054 -1.416 0.968 0.0 0.0 -0.1 -0.365
N -3.132 -0.954 0.220 0.0 -0.1 0.0 0.141
C -2.976 -1.242 -1.131 0.0 0.1 0.0 -0.277
C -3.917 -0.816 -2.039 0.0 0.0 0.0 -0.035
C -3.796 -1.110 -3.408 0.0 0.0 0.0 -0.076
C -2.744 -1.850 -3.859 0.0 0.0 0.0 -0.049
C -1.730 -2.278 -2.965 0.0 0.0 -0.1 -0.163
C -0.646 -3.051 -3.451 0.0 0.0 0.0 -0.062
C 0.351 -3.444 -2.606 0.0 0.0 0.0 -0.098
C 0.328 -3.053 -1.257 0.0 0.0 0.0 -0.054
C -0.708 -2.305 -0.731 0.1 0.0 0.0 -0.236
N -0.609 -1.800 0.559 0.0 -0.1 -0.1 0.139
C -0.266 -2.511 1.570 -0.1 0.0 0.1 -0.372
N 0.286 -1.906 2.663 0.2 -0.1 0.0 -0.129
C 0.213 -2.453 3.999 -0.1 0.0 0.0 -0.065
C 0.816 -0.559 2.563 0.0 0.0 0.0 -0.062
N -0.482 -3.887 1.724 0.0 0.0 -0.1 -0.163
C -1.593 -4.506 1.039 0.0 0.0 0.0 -0.057
C 0.656 -4.746 1.972 0.0 0.0 0.0 -0.071
C -1.800 -1.929 -1.589 0.0 0.0 0.0 -0.058
N -4.211 -0.886 2.253 0.0 0.0 0.0 -0.164
C -4.069 -1.856 3.330 0.0 0.0 0.0 -0.060
C -3.437 0.322 2.523 0.0 0.0 0.0 -0.069
H -7.014 -2.364 0.365 0.0 0.0 0.0 0.085
H -6.441 -1.544 1.831 0.0 0.0 0.0 0.087
H -6.529 -3.316 1.776 0.0 0.0 0.0 0.081
H -5.048 -4.397 -0.014 0.0 0.0 0.0 0.091
H -3.717 -3.453 -0.691 0.0 0.0 0.0 0.071
H -5.357 -3.169 -1.262 0.0 0.0 0.0 0.091
H -4.764 -0.249 -1.672 0.0 0.0 0.0 0.120
H -4.551 -0.753 -4.098 0.0 0.0 0.0 0.102
H -2.648 -2.101 -4.909 0.0 0.0 0.0 0.104
H -0.624 -3.309 -4.503 0.0 0.0 0.0 0.104
H 1.189 -4.024 -2.974 0.0 0.0 0.0 0.101
H 1.170 -3.289 -0.616 0.0 0.0 0.0 0.104
H -0.496 -3.276 4.033 0.0 0.0 0.0 0.080
H -0.118 -1.672 4.688 0.0 0.0 0.0 0.093
H 1.188 -2.816 4.348 0.0 0.0 0.0 0.083
H 1.012 -0.313 1.522 0.0 0.0 0.1 0.015
H 1.751 -0.497 3.128 0.0 0.0 0.0 0.092
H 0.123 0.179 2.973 0.0 0.0 0.0 0.080
H -2.436 -3.818 1.037 0.0 0.0 0.0 0.071
H -1.886 -5.402 1.594 0.0 0.0 0.0 0.090
H -1.368 -4.794 0.006 0.0 0.0 0.0 0.088
H 1.506 -4.150 2.297 0.0 0.0 0.0 0.078
H 0.949 -5.280 1.058 0.0 0.0 0.0 0.086
H 0.433 -5.486 2.748 0.0 0.0 0.0 0.084
H -4.706 -2.724 3.172 0.0 0.0 0.0 0.069
H -4.354 -1.384 4.271 0.0 0.0 0.0 0.088
H -3.028 -2.197 3.424 0.0 0.0 0.0 0.085
H -3.571 1.043 1.723 0.0 0.0 0.0 0.076
H -2.365 0.125 2.613 0.0 0.0 0.0 0.070
H -3.788 0.760 3.457 0.0 0.0 0.0 0.093
C 1.837 0.017 -2.877 0.1 0.0 0.0 -0.256
P 2.225 0.151 -1.094 -0.1 0.0 -0.1 0.997
C 3.464 1.502 -1.100 0.0 0.1 0.0 -0.362
C 3.021 2.753 -1.548 0.0 0.0 0.0 -0.110
C 3.863 3.855 -1.501 0.0 0.0 0.0 -0.085
C 5.153 3.731 -0.998 0.0 0.0 0.0 -0.098
C 5.597 2.496 -0.551 0.0 0.0 0.0 -0.097
C 4.760 1.388 -0.604 0.0 0.0 0.0 -0.087
C 3.263 -1.321 -0.765 0.0 0.0 0.0 -0.388
C 3.562 -1.601 0.570 0.0 0.0 0.0 -0.116
C 4.271 -2.740 0.920 0.0 0.0 0.0 -0.092
C 4.677 -3.634 -0.063 0.0 0.0 0.0 -0.101
C 4.384 -3.368 -1.393 0.0 0.0 0.0 -0.092
C 3.689 -2.217 -1.741 0.0 0.0 0.0 -0.097
H 2.727 -0.004 -3.509 0.0 0.0 0.0 0.048
H 1.220 0.878 -3.149 0.0 0.0 0.0 -0.017
H 1.239 -0.884 -3.037 0.0 0.0 0.0 0.025
H 2.006 2.868 -1.930 0.0 0.0 0.0 0.036
H 3.505 4.814 -1.854 0.0 0.0 0.0 0.091
H 5.806 4.593 -0.955 0.0 0.0 0.0 0.096
H 6.601 2.390 -0.157 0.0 0.0 0.0 0.096
H 5.123 0.430 -0.253 0.0 0.0 0.0 0.092
H 3.220 -0.920 1.342 0.0 0.0 0.0 0.092
H 4.497 -2.937 1.962 0.0 0.0 0.0 0.100
H 5.217 -4.533 0.207 0.0 0.0 0.0 0.095
H 4.696 -4.061 -2.165 0.0 0.0 0.0 0.098
H 3.458 -2.030 -2.782 0.0 0.0 0.0 0.095
C 0.364 6.083 -1.445 0.0 0.0 0.0 -0.237
Si -0.105 5.183 -3.035 0.0 0.0 0.0 -0.033
C 1.394 5.329 -4.180 0.0 0.0 0.0 -0.240
C -1.479 6.214 -3.818 0.0 0.0 0.0 -0.253
Se -0.706 3.071 -2.744 0.0 0.0 0.0 0.078
H 0.703 7.102 -1.660 0.0 0.0 0.0 0.022
H 1.162 5.561 -0.912 0.0 0.0 0.0 -0.002
H -0.493 6.143 -0.771 0.0 0.0 0.0 0.023
H 1.652 6.373 -4.388 0.0 0.0 0.0 0.019
H 1.190 4.825 -5.127 0.0 0.0 0.0 0.019
H 2.265 4.842 -3.734 0.0 0.0 -0.1 -0.007
H -1.140 7.234 -4.027 0.0 0.0 0.0 0.016
H -2.342 6.267 -3.150 0.0 0.0 0.0 0.017
H -1.811 5.760 -4.754 0.0 0.0 0.0 0.015
```
Positions in Å, forces in eV/Å.

calculated total energy: -5318.812913 hartree
E_HOMO: -4.0 eV
HOMO-LUMO gap: 6.2 eV
total charge: -1

---

> Which of these has the highest calculated total energy?

C40H59BN10O3V

---

> Look up the total charge of the first one.

+1

---

> Which of these has the lowest total charge?

C40H59N6O3PSeSiTl

---

> total charge of number 2 (C40H59N6O3PSeSiTl)?

-1